The following is a DFT calculation (wB97M-V/def2-TZVPD) of C13H16O as an isolated structure in a non-equilibrium geometry.

Element x y z (Å)
C1 -4.18015 -0.46430 -0.18624
C2 -3.62776 0.38861 0.73784
C3 -3.30133 -1.13049 -1.04366
C4 -2.27730 0.61821 0.78629
C5 -1.87191 -0.94857 -0.98714
C6 -1.38283 0.03448 -0.14910
C7 0.03189 0.19369 0.02162
C8 0.87196 1.19046 0.19117
C9 2.28000 0.82570 0.49792
C10 1.14772 -1.41484 0.20131
C11 2.55674 -0.73355 0.19897
C12 0.53491 2.66480 0.13727
C13 3.12452 -0.92021 -1.20748
O1 0.91353 -2.04413 1.44071
H1 -5.32476 -0.38986 -0.44755
H2 -4.28513 0.92984 1.38835
H3 -3.82658 -1.82511 -1.66869
H4 -1.74639 1.00400 1.64488
H5 -1.39737 -1.35169 -1.87007
H6 3.07376 1.44845 0.21036
H7 2.38004 0.98854 1.58061
H8 0.96863 -2.08512 -0.59065
H9 3.13863 -1.16188 1.05772
H10 1.33193 3.02289 -0.33395
H11 0.37038 3.08634 1.12641
H12 -0.32995 2.55554 -0.50183
H13 4.06584 -0.44397 -1.18149
H14 2.45920 -0.55792 -1.98519
H15 3.33707 -2.00310 -1.28216
H16 0.96470 -1.47683 2.21377

Forces on atoms 1 to 6 (eV/Å):
-1.314 0.538 -1.823
-0.380 0.768 0.465
0.394 0.180 1.068
1.508 -1.027 -0.139
-3.558 0.378 -1.606
-0.702 -0.710 1.030

Results
Energy above the lowest of the compared OMol25 structures with the same formula, charge and spin = 19.82 kcal per mole
Total charge = 0
Calculated total energy = -580.07983 hartree